177
Properties=species:S:1:pos:R:3:forces:R:3 method="wB97M-V/def2-TZVPD" orbital_gap_ev=7.9 total_charge=-1 multiplicity=1
Cd 0.096422 0.866125 -0.440861 0.29 -0.59 -0.22
S 1.765771 -1.379150 -1.290542 0.29 3.41 2.17
O 0.831056 -0.437737 -2.061615 0.94 1.17 -0.12
O 3.239840 -0.936834 -1.183245 -3.49 -0.49 -0.24
O 1.077871 -1.192305 0.188949 1.69 -1.00 -2.74
O 1.601318 -2.580318 -2.038291 0.34 -2.67 0.58
Cl -0.774987 2.096340 1.414994 -0.41 0.27 0.74
C -1.052300 -6.388112 -5.533004 -0.55 1.25 0.51
C -0.025704 -5.842455 -4.530566 -0.62 -0.81 0.12
C -0.714424 -4.828332 -3.642518 1.85 0.27 0.40
O -1.844222 -5.346420 -3.036101 -0.55 -0.96 0.90
C -2.635539 -4.407310 -2.356900 -0.04 1.47 -1.38
N 0.527269 -6.968801 -3.721510 -0.64 0.37 0.52
H -1.420204 -5.527873 -6.154453 0.46 -0.82 0.23
H -1.935787 -6.702610 -4.949441 0.39 -0.33 -0.43
H -0.623409 -7.173960 -6.129746 -0.07 -0.31 -0.31
H 0.769371 -5.357404 -5.087049 0.25 0.16 0.12
H -0.961539 -3.958839 -4.174880 -0.53 1.38 -1.19
H 0.054654 -4.470171 -2.949588 -0.19 -0.02 0.59
H -2.963666 -3.605996 -3.109581 0.03 -1.24 0.80
H -2.111838 -3.801492 -1.592915 0.04 -0.64 -0.02
H -3.495063 -4.944453 -1.959930 0.02 0.17 0.10
H 1.139528 -6.605684 -2.975532 -0.07 0.09 -0.68
H -0.288106 -7.254675 -3.161805 0.31 -0.31 -0.31
C -2.918449 -0.216526 6.999596 -0.25 -0.67 -0.69
C -2.089990 -0.189138 5.702356 1.78 1.48 0.12
C -2.451171 -1.315375 4.765556 -1.27 -0.47 -1.26
O -2.172725 -2.611797 5.306659 -0.26 0.48 -0.13
C -2.360062 -3.678920 4.366546 0.07 1.06 -0.63
N -2.248159 1.142617 4.985374 -0.08 -0.88 -0.21
H -3.953951 0.165651 6.855238 0.71 -0.17 -0.21
H -2.458613 0.357530 7.800888 0.09 -0.11 0.07
H -2.995024 -1.292298 7.247430 0.05 0.58 0.41
H -0.965792 -0.349082 5.916581 -1.46 0.15 0.21
H -1.926423 -1.195498 3.792316 -0.04 -0.07 0.52
H -3.554312 -1.219448 4.517965 0.82 -0.22 0.21
H -2.184439 -4.608314 4.900626 0.09 0.00 -0.08
H -1.657213 -3.557787 3.508421 -0.26 -0.23 0.65
H -3.384985 -3.686019 3.925131 0.39 0.09 0.47
H -1.784793 1.131404 4.059008 -0.29 -0.04 0.79
H -1.857527 1.946530 5.497042 -0.23 -0.94 -0.16
C 4.287080 3.022882 -0.334008 -1.00 1.33 0.87
C 2.826704 2.825522 0.149819 0.27 -1.36 -0.04
C 2.011547 4.014902 0.627769 1.11 0.94 -1.70
O 1.852897 4.902780 -0.498657 -1.22 0.64 0.57
C 1.051507 6.038870 -0.052516 1.27 -1.39 -0.07
N 2.162531 2.102562 -0.966509 -0.66 0.01 0.93
H 4.763595 2.178176 -0.816232 -0.54 -0.33 -0.30
H 4.898735 3.210825 0.523146 0.57 0.62 0.54
H 4.233208 3.904236 -0.985925 0.54 -0.21 -0.04
H 2.779176 2.182613 1.037601 0.33 -0.36 -0.28
H 2.498821 4.613327 1.390474 0.66 -0.19 0.21
H 1.074868 3.713874 1.074245 -0.46 -0.30 -0.51
H 1.474743 6.309279 0.915058 -0.18 0.51 0.15
H 0.016868 5.733836 0.102984 -0.06 0.13 -0.23
H 1.190136 6.844958 -0.763763 -0.26 0.03 -0.14
H 2.145757 2.725962 -1.769337 0.05 -0.27 -0.05
H 2.763491 1.289224 -1.145796 -0.40 0.04 -0.41
C 0.874361 1.929595 4.921617 -0.05 0.29 -0.14
C 2.055856 2.814615 4.584391 0.00 -0.99 0.18
C 3.082859 1.860553 3.942406 -0.01 -0.20 -0.87
O 4.200598 2.548305 3.437402 0.79 1.34 0.17
C 5.227863 1.718759 2.940429 -0.60 -0.88 -0.13
N 1.646437 3.868263 3.699599 0.01 0.94 0.00
H 1.304164 1.001501 5.281141 -0.51 -0.32 0.43
H 0.325579 1.741244 4.003568 -0.04 -0.25 -0.15
H 0.169788 2.395254 5.618393 0.37 -0.15 0.10
H 2.428194 3.228264 5.539253 0.24 0.06 -0.48
H 2.600668 1.426366 3.041427 -0.22 -0.34 0.54
H 3.419353 1.034172 4.590804 -0.25 0.26 0.03
H 6.069028 2.273637 2.531347 -0.24 0.53 0.11
H 4.826979 1.072757 2.134913 0.22 0.13 0.33
H 5.608369 1.081710 3.744277 -0.01 -0.18 -0.08
H 0.971697 3.635823 2.963448 0.48 -0.42 0.67
H 2.483472 4.251707 3.291751 -0.03 0.26 -0.23
C -2.303882 -1.082903 -2.759403 -0.11 0.93 -0.66
C -2.808077 0.188442 -2.093691 -1.34 1.34 -0.60
C -3.604414 -0.156055 -0.875559 0.05 0.92 1.26
O -2.725988 -0.715210 0.083920 -0.64 -1.01 0.67
C -3.284923 -0.794751 1.412519 -0.07 1.31 -0.47
N -1.816081 1.300592 -1.819189 0.01 -2.52 -0.16
H -3.019659 -1.869526 -2.551996 0.22 -0.03 0.48
H -1.300617 -1.274370 -2.407141 0.33 -0.62 -0.19
H -2.381074 -0.995115 -3.859504 0.65 0.15 0.47
H -3.575594 0.617630 -2.784621 0.34 -0.12 0.29
H -4.438673 -0.813926 -1.163237 0.16 -0.13 0.17
H -4.048320 0.768271 -0.426157 0.13 -0.41 -0.33
H -4.252105 -0.303998 1.418011 -0.28 0.48 -0.06
H -2.624080 -0.186568 2.039689 -0.10 -0.44 0.12
H -3.546250 -1.758189 1.858943 0.87 -0.48 -0.56
H -1.309510 1.357304 -2.692617 -0.05 0.89 -0.16
H -2.297896 2.156587 -1.581219 0.05 0.20 -0.29
C 3.318437 -0.566576 -6.983642 -0.72 -0.32 0.52
C 2.349132 -1.404197 -6.127503 -0.64 1.18 -0.63
C 0.965976 -1.547854 -6.874775 1.27 -0.31 1.57
O 0.133443 -2.348660 -6.011271 -1.07 0.72 -1.82
C -1.260326 -2.046382 -6.294917 0.51 -1.70 0.49
N 3.002141 -2.676786 -5.891942 -0.74 -0.73 0.16
H 3.023747 0.482260 -7.055085 -0.10 -0.08 -0.13
H 3.429384 -1.029650 -7.964210 0.18 0.13 -0.03
H 4.238035 -0.610617 -6.424046 0.71 0.17 -0.18
H 2.186052 -0.829230 -5.177832 -0.27 -0.49 -0.57
H 1.109280 -2.002180 -7.888142 -0.22 0.18 0.71
H 0.517119 -0.540683 -6.953784 0.24 -0.25 -0.17
H -1.828305 -2.885540 -5.848051 0.12 0.61 -0.03
H -1.569316 -2.024689 -7.356509 0.69 0.05 0.17
H -1.509207 -1.116239 -5.817897 -0.26 0.52 0.16
H 3.857473 -2.518241 -5.364888 -0.26 -0.12 0.04
H 2.387325 -3.281976 -5.327680 0.51 0.45 -0.23
C 1.675464 -2.813896 5.832510 -0.28 -0.85 -1.72
C 2.088281 -1.879299 4.663933 0.16 -0.50 1.17
C 3.439133 -2.243884 4.058529 0.13 -0.88 -0.50
O 3.951830 -1.224135 3.238711 0.21 0.63 0.06
C 4.045868 -1.564832 1.878480 0.19 -0.20 -0.58
N 0.971009 -1.813207 3.709837 0.35 0.48 0.23
H 1.469868 -3.830484 5.408606 0.09 0.68 0.39
H 0.741891 -2.435037 6.249658 0.05 -0.10 0.22
H 2.445984 -2.920700 6.579609 0.23 0.19 0.34
H 2.225648 -0.927394 5.162278 0.24 0.70 -0.02
H 3.333602 -3.156391 3.432272 -0.05 0.22 0.64
H 4.243439 -2.395889 4.807682 -0.82 -0.22 0.19
H 4.313679 -2.610504 1.718217 0.17 -0.17 0.21
H 4.814302 -0.963945 1.390192 -0.09 0.13 0.12
H 3.108210 -1.419603 1.376013 -0.49 0.24 -0.41
H 1.253840 -1.274393 2.877777 -0.33 -0.22 0.36
H 0.252009 -1.284173 4.221471 0.17 -0.21 -0.73
C 1.051583 -6.786187 3.085810 0.29 0.96 -0.50
C 1.112562 -5.796814 1.837213 0.36 -1.20 0.69
C -0.152966 -5.753903 1.016236 -0.59 0.76 -0.35
O -1.275078 -5.519915 1.852092 -0.57 -0.01 0.30
C -2.400741 -4.879758 1.260809 1.31 -0.06 -1.43
N 1.530935 -4.458970 2.290149 -0.96 -0.57 -0.27
H 0.880197 -7.847820 2.847094 -0.32 0.50 -0.14
H 0.346152 -6.418126 3.871856 0.27 -0.34 -0.88
H 2.035459 -6.748866 3.547845 0.18 0.04 0.06
H 1.860178 -6.122829 1.078777 -0.07 -0.15 0.74
H -0.305514 -6.635306 0.380620 -0.03 -0.22 0.23
H -0.004285 -4.908191 0.325183 -0.27 -0.03 -0.07
H -2.672166 -5.344650 0.300339 0.30 0.02 0.02
H -2.182355 -3.810347 1.054885 -0.22 -0.39 0.23
H -3.267083 -5.023058 1.860891 -0.46 0.11 0.96
H 0.816423 -4.132356 2.954901 0.45 0.13 -0.22
H 1.367207 -3.884218 1.457859 0.39 0.47 0.43
C -2.533903 6.923210 0.693939 -1.13 -1.53 0.29
C -2.676006 5.400562 0.357693 -0.08 -0.06 0.55
C -4.106010 4.852189 0.899883 2.00 1.82 -2.32
O -4.352130 5.261824 2.182126 -0.63 -0.33 0.84
C -3.950466 4.297461 3.115864 0.70 -0.57 1.21
N -2.628747 5.199174 -1.069241 -0.13 -0.32 -1.04
H -3.427242 7.413715 0.256826 0.45 0.00 0.24
H -1.633873 7.350194 0.267897 0.18 0.04 0.06
H -2.583475 7.004830 1.779827 0.19 0.49 -0.04
H -1.836154 4.780791 0.700661 -0.27 0.31 0.73
H -4.225864 3.786382 0.729552 0.09 -0.23 0.04
H -4.774084 5.426000 0.238760 -0.35 -0.38 0.14
H -4.282589 4.645130 4.106443 0.41 0.03 -0.30
H -2.841305 4.139427 3.088662 -0.75 0.16 0.16
H -4.412902 3.296509 3.005004 0.02 0.43 -0.46
H -1.866471 5.703684 -1.520959 0.38 -0.33 0.34
H -3.415374 5.685339 -1.441643 -1.02 0.24 -0.58
C 1.004264 2.717188 -4.540048 0.45 -0.29 0.30
C 0.044630 3.688614 -3.837296 0.19 0.63 0.26
C 0.333649 5.110191 -4.324719 -0.93 0.33 0.28
O -0.476195 6.024066 -3.571769 -0.03 1.24 0.05
C -0.572727 7.391775 -4.096796 -0.34 -1.42 0.88
N -1.354831 3.346929 -3.985182 -1.43 -0.03 -1.31
H 0.972614 1.705295 -4.061582 -0.06 0.71 -0.50
H 2.051390 3.107334 -4.416398 -0.86 -0.40 -0.15
H 0.805062 2.633960 -5.631100 0.01 0.01 0.65
H 0.216049 3.645391 -2.761361 0.33 0.10 0.16
H 0.001459 5.127956 -5.373527 0.37 0.23 -0.13
H 1.384660 5.370152 -4.212091 0.18 0.06 -0.16
H -1.189125 7.354198 -4.976447 -0.20 0.10 -0.70
H 0.400034 7.799829 -4.332813 0.35 0.11 -0.01
H -1.101771 8.050911 -3.373054 0.52 -0.73 -0.16
H -2.014079 3.931167 -3.469375 0.81 -0.04 0.87
H -1.705922 3.595314 -4.917765 0.65 -0.56 -0.18